[1]
A molecular structure, C27H21Br2F3N8SSe4Ta in a non-equilibrium geometry. Source: OMol25; level of theory: wB97M-V/def2-TZVPD.

Results
DFT total energy = -462268.4520 eV
ΔE to the lowest compared entry with this formula, charge and spin = 0.634 eV
charge = +1
M = 1203.2 g/mol
orbital gap = 6.96 eV
LUMO = -3.628 eV
HOMO = -10.585 eV

Structure (XYZ):
```
67
C27H21Br2F3N8SSe4Ta, DFT wB97M-V/def2-TZVPD
Ta 1.090 -0.414 0.281
Br 0.396 -1.002 7.430
C 0.557 -0.830 5.573
C 0.129 -1.836 4.728
C 0.276 -1.646 3.370
N 0.811 -0.554 2.805
C 1.242 0.404 3.644
C 1.123 0.302 5.023
C 1.879 1.601 3.052
C 1.999 2.799 3.748
C 2.661 3.847 3.136
Br 2.865 5.478 4.035
C 3.176 3.680 1.860
C 2.982 2.461 1.242
N 2.342 1.445 1.819
H -0.295 -2.754 5.108
H -0.045 -2.430 2.708
H 1.496 1.082 5.667
H 1.576 2.932 4.731
H 3.708 4.475 1.357
H 3.346 2.287 0.240
Se 0.698 -1.446 -1.964
Se 1.891 -3.306 -1.146
Se 4.032 -2.516 -0.820
Se 3.518 -0.960 0.870
F 5.547 3.631 -4.976
C 4.794 4.151 -3.996
F 3.963 5.046 -4.544
F 5.617 4.810 -3.161
C 4.049 3.067 -3.258
C 4.767 2.098 -2.575
C 4.063 1.129 -1.884
N 2.730 1.085 -1.839
C 2.058 2.000 -2.529
C 2.668 3.015 -3.251
H 5.849 2.094 -2.577
H 4.583 0.353 -1.336
H 0.977 1.923 -2.509
H 2.075 3.745 -3.782
S 0.156 1.497 0.071
C -2.633 0.233 1.221
C -2.091 -1.110 0.885
N -0.822 -1.526 0.778
C -0.887 -2.907 0.600
C -2.170 -3.303 0.550
N -2.919 -2.161 0.722
C -4.378 -2.133 0.650
N -4.812 -2.681 -0.594
N -5.572 -3.814 -0.603
N -5.856 -4.117 -1.804
C -5.279 -3.181 -2.646
C -5.297 -3.085 -4.040
C -4.610 -2.035 -4.601
C -3.914 -1.099 -3.806
C -3.890 -1.181 -2.432
C -4.602 -2.246 -1.871
H -1.831 0.942 1.362
H -3.215 0.179 2.144
H -3.285 0.608 0.430
H -0.001 -3.509 0.526
H -2.623 -4.270 0.414
H -4.710 -1.106 0.773
H -4.809 -2.753 1.434
H -5.827 -3.812 -4.638
H -4.595 -1.917 -5.676
H -3.380 -0.296 -4.295
H -3.343 -0.462 -1.835
```

Löwdin atomic charge list, values in e, 8 entries: 0.71 0.84 -0.67 -0.07 -0.10 0.02 -0.19 -0.04



[2]
2 unconnected molecules or ions with the total composition C19H21FN2O2 in a non-equilibrium geometry. Source: OMol25; level of theory: wB97M-V/def2-TZVPD.

Results
DFT total energy = -29819.5672 eV
ΔE to the lowest compared entry with this formula, charge and spin = 18.716 eV
charge = 0
M = 328.4 g/mol
orbital gap = 8.87 eV
LUMO = 0.329 eV
HOMO = -8.536 eV

Structure (XYZ):
```
45
C19H21FN2O2, DFT wB97M-V/def2-TZVPD
C 2.639 -3.484 -3.388
H 3.384 -3.243 -2.621
H 2.339 -2.351 -3.844
H 3.096 -4.045 -4.266
C 1.534 -4.010 -3.065
C 0.848 -3.329 -1.849
N -0.147 -2.765 -2.111
N -0.970 -1.691 -1.519
C -0.499 -0.730 -0.722
O 0.742 -0.464 -0.393
C -1.776 -0.005 0.001
C -2.663 -0.614 0.610
C -3.326 0.246 1.377
C -3.532 1.546 1.469
C -2.446 2.252 0.579
C -1.503 1.337 0.044
O -0.433 1.998 -0.781
C -0.164 3.267 -0.622
C 0.233 3.730 0.692
C 1.003 2.525 1.441
C 1.577 2.839 2.517
C 1.277 3.887 3.280
C 0.560 5.045 2.615
C 0.105 4.698 1.431
H -0.557 5.736 0.589
H 0.516 6.109 3.098
F 2.057 4.310 4.454
H 1.955 2.113 3.127
H 1.230 1.530 0.932
H -1.017 4.011 -0.818
H 0.451 3.531 -1.473
H -2.405 3.311 0.570
H -4.199 2.149 2.020
H -4.148 -0.337 2.003
H -2.528 -1.682 0.785
H -2.125 -1.645 -1.652
C 1.422 -3.199 -0.659
H 2.320 -4.021 -0.365
C 0.457 -3.983 0.514
H -0.531 -3.522 0.663
H 0.287 -4.970 0.377
H 0.934 -4.268 1.604
H 1.715 -2.394 -0.216
H 0.775 -4.256 -3.761
H 1.513 -5.161 -2.670
```

Löwdin atomic charge list, values in e, 8 entries: -0.19 0.10 0.18 0.12 -0.34 -0.46 0.15 0.10



[3]
A molecular structure, C3H6NOP in a non-equilibrium geometry. Source: OMol25; level of theory: wB97M-V/def2-TZVPD.

Results
DFT total energy = -16031.6060 eV
ΔE to the lowest compared entry with this formula, charge and spin = 2.600 eV
charge = 0
M = 103.1 g/mol
orbital gap (spin up / spin down) = 7.22 / 7.21 eV
LUMO (spin up / spin down) = -1.107 / -1.108 eV
HOMO (spin up / spin down) = -8.325 / -8.322 eV

Structure (XYZ):
```
12
C3H6NOP, DFT wB97M-V/def2-TZVPD
C -0.371 -0.452 1.404
C -0.716 -0.225 -0.066
C -0.546 1.076 -0.666
N 0.290 -1.141 0.268
O 2.841 -0.759 -1.573
P 2.544 -1.212 -0.243
H 0.049 0.358 2.008
H -0.954 -1.090 1.949
H -1.659 -0.698 -0.450
H 0.329 1.679 -0.388
H -1.538 1.576 -0.528
H -0.270 0.889 -1.715
```

Löwdin atomic charge list, values in e, 8 entries: -0.16 -0.51 -0.11 -0.19 -0.53 0.95 0.10 0.05



[4]
17 unconnected molecules or ions with the total composition C16H64BF4N32O16 in a non-equilibrium geometry. Source: OMol25; level of theory: wB97M-V/def2-TZVPD.

Results
DFT total energy = -109647.8547 eV
charge = -1
M = 1047.7 g/mol
orbital gap = 9.60 eV
LUMO = 2.018 eV
HOMO = -7.580 eV

Structure (XYZ):
```
133
C16H64BF4N32O16, DFT wB97M-V/def2-TZVPD
B -18.220 -10.090 -2.748
F -19.613 -9.759 -2.899
F -17.501 -9.209 -1.974
F -18.139 -11.321 -2.078
F -17.640 -10.164 -4.055
C -16.543 -15.790 -1.486
O -17.486 -15.660 -0.679
N -16.830 -16.104 -2.678
N -15.278 -15.495 -1.135
H -17.863 -16.221 -2.828
H -16.109 -16.259 -3.372
H -14.526 -15.109 -1.704
H -15.354 -15.100 -0.180
C -22.794 -12.188 -0.936
O -23.354 -12.826 -1.851
N -21.592 -11.457 -1.136
N -23.385 -11.790 0.366
H -21.118 -11.088 -0.335
H -21.080 -11.505 -2.015
H -24.131 -12.413 0.671
H -22.644 -11.712 1.089
C -17.159 -14.146 -5.379
O -16.396 -14.188 -6.317
N -18.502 -14.737 -5.335
N -16.828 -13.336 -4.303
H -18.432 -15.460 -6.030
H -18.667 -15.122 -4.373
H -17.535 -13.034 -3.623
H -16.026 -12.713 -4.459
C -19.679 -13.642 1.075
O -20.285 -12.733 1.667
N -19.473 -14.855 1.670
N -19.198 -13.524 -0.162
H -19.882 -14.908 2.609
H -18.740 -15.474 1.331
H -18.529 -14.210 -0.437
H -19.165 -12.611 -0.560
C -24.504 -8.700 -3.295
O -25.189 -8.211 -2.388
N -24.715 -8.453 -4.593
N -23.355 -9.558 -3.063
H -25.675 -8.287 -4.883
H -24.174 -8.892 -5.312
H -23.273 -9.781 -2.100
H -23.124 -10.274 -3.797
C -21.481 -10.962 -6.364
O -22.560 -10.457 -6.116
N -20.300 -10.727 -5.724
N -21.309 -11.942 -7.350
H -20.314 -10.086 -4.971
H -19.456 -11.108 -6.140
H -20.346 -11.957 -7.713
H -22.103 -12.056 -7.987
C -20.603 -7.477 0.476
O -20.263 -7.507 1.643
N -21.511 -6.518 0.058
N -20.045 -8.265 -0.488
H -21.746 -6.023 0.878
H -21.357 -6.006 -0.791
H -19.309 -8.912 -0.224
H -20.587 -8.470 -1.326
C -15.944 -7.063 0.152
O -15.444 -7.085 1.294
N -17.134 -6.503 -0.162
N -15.213 -7.625 -0.867
H -17.328 -6.161 -1.090
H -17.615 -5.970 0.589
H -15.585 -7.714 -1.789
H -14.340 -8.057 -0.650
C -12.831 -8.282 -4.456
O -12.342 -7.164 -4.342
N -14.253 -8.494 -4.483
N -11.924 -9.324 -4.778
H -14.679 -7.665 -4.087
H -14.539 -9.280 -3.871
H -12.192 -10.202 -4.349
H -11.016 -9.121 -4.395
C -20.730 -15.816 -2.569
O -19.925 -16.332 -3.340
N -21.076 -16.339 -1.366
N -21.502 -14.836 -3.072
H -21.616 -15.780 -0.763
H -20.280 -16.800 -0.944
H -22.088 -14.260 -2.449
H -21.106 -14.451 -3.904
C -14.304 -12.010 -0.239
O -13.638 -12.970 -0.577
N -15.512 -11.748 -0.757
N -13.856 -11.172 0.712
H -16.065 -10.955 -0.452
H -15.780 -12.152 -1.671
H -12.991 -11.530 1.151
H -14.610 -10.834 1.323
C -17.538 -9.516 1.724
O -16.470 -9.925 1.325
N -17.779 -8.351 2.292
N -18.687 -10.289 1.484
H -17.015 -7.720 2.055
H -18.730 -8.051 2.490
H -19.505 -10.041 2.062
H -18.479 -11.289 1.264
C -25.639 -6.441 1.120
O -26.537 -6.803 1.877
N -25.905 -6.074 -0.216
N -24.280 -6.551 1.408
H -26.900 -6.197 -0.393
H -25.393 -6.567 -0.945
H -23.492 -6.568 0.792
H -24.042 -6.378 2.371
C -17.650 -6.341 -4.604
O -18.205 -5.367 -4.078
N -16.207 -6.354 -4.952
N -18.369 -7.508 -4.855
H -16.035 -6.810 -5.826
H -15.792 -5.458 -4.912
H -17.937 -8.371 -4.590
H -19.371 -7.590 -4.722
C -13.540 -12.736 -4.000
O -14.205 -11.803 -3.544
N -12.904 -13.634 -3.164
N -13.605 -12.840 -5.397
H -12.900 -13.272 -2.213
H -12.082 -14.102 -3.513
H -14.182 -12.142 -5.851
H -13.656 -13.756 -5.777
C -16.780 -10.432 -7.785
O -17.377 -10.972 -8.687
N -16.359 -9.109 -7.629
N -16.337 -11.270 -6.646
H -16.617 -8.445 -8.340
H -15.607 -8.890 -6.951
H -16.318 -10.698 -5.796
H -16.792 -12.154 -6.470
```

Löwdin atomic charge list, values in e, 8 entries: -1.26 0.06 0.15 0.10 0.07 -0.73 -0.05 0.19



[5]
A molecular structure, C56H70N12O3SSeTaTe in a non-equilibrium geometry. Source: OMol25; level of theory: wB97M-V/def2-TZVPD.

Results
DFT total energy = -168258.9498 eV
ΔE to the lowest compared entry with this formula, charge and spin = 3.543 eV
charge = 0
M = 1378.8 g/mol
orbital gap (spin up / spin down) = 7.17 / 6.35 eV
LUMO (spin up / spin down) = 0.070 / -0.846 eV
expectation value of S² = 0.7556
2S+1 = 2
HOMO (spin up / spin down) = -7.100 / -7.198 eV

Structure (XYZ):
```
145
C56H70N12O3SSeTaTe, DFT wB97M-V/def2-TZVPD
Ta 0.094 1.339 0.992
C -3.218 2.676 -5.738
C -3.424 3.843 -4.762
C -4.895 4.249 -4.797
C -2.576 5.039 -5.217
C -2.983 3.400 -3.366
C -1.663 2.998 -3.149
C -1.309 2.502 -1.922
Se 0.512 2.070 -1.511
C 0.356 0.268 -2.182
C 0.403 0.046 -3.546
C 0.129 -1.220 -4.042
C -0.176 -2.204 -3.107
C -0.213 -2.021 -1.724
C 0.074 -0.730 -1.259
O 0.080 -0.374 0.052
C -0.632 -3.244 -0.887
C 0.270 -4.438 -1.242
C -2.086 -3.597 -1.239
C -0.555 -3.045 0.624
C 0.139 -1.562 -5.532
C 0.458 -0.338 -6.390
C 1.203 -2.635 -5.804
C -1.240 -2.093 -5.943
C -2.198 2.364 -0.854
O -1.762 1.698 0.244
C -3.462 2.932 -0.985
C -3.822 3.388 -2.265
C -4.478 3.140 0.148
C -3.904 2.895 1.547
C -5.665 2.206 -0.084
C -4.965 4.601 0.127
H -3.564 2.951 -6.740
H -3.774 1.793 -5.410
H -2.163 2.398 -5.810
H -5.167 4.533 -5.817
H -5.093 5.107 -4.149
H -5.549 3.428 -4.492
H -2.891 5.370 -6.211
H -1.514 4.786 -5.270
H -2.684 5.877 -4.523
H -0.914 3.086 -3.929
H 0.632 0.874 -4.207
H -0.405 -3.196 -3.480
H 0.115 -4.790 -2.265
H 0.061 -5.273 -0.567
H 1.321 -4.165 -1.134
H -2.216 -3.799 -2.304
H -2.759 -2.774 -0.973
H -2.399 -4.487 -0.683
H 0.477 -2.962 0.959
H -0.979 -3.928 1.113
H -1.098 -2.169 0.972
H 1.434 0.090 -6.143
H -0.300 0.444 -6.275
H 0.480 -0.629 -7.443
H 2.199 -2.268 -5.544
H 1.204 -2.909 -6.863
H 1.018 -3.541 -5.221
H -2.013 -1.343 -5.758
H -1.507 -2.998 -5.392
H -1.247 -2.337 -7.010
H -4.828 3.770 -2.384
H -3.586 1.867 1.698
H -4.674 3.137 2.286
H -3.041 3.539 1.737
H -5.312 1.177 -0.128
H -6.169 2.428 -1.028
H -6.399 2.299 0.725
H -4.116 5.289 0.158
H -5.592 4.790 1.003
H -5.559 4.833 -0.759
N -0.301 4.074 3.520
C -0.355 4.376 2.165
N -0.650 5.572 1.744
N -0.544 5.476 0.390
N -0.212 4.293 0.054
N -0.074 3.523 1.184
C 0.343 2.955 3.919
N 1.065 2.947 4.999
N 1.667 1.631 4.858
N 0.806 0.839 4.010
N 0.249 1.773 3.210
H -0.189 4.877 4.121
S -1.699 -0.305 2.780
C -3.260 -0.701 2.299
N -4.292 -0.843 3.141
C -5.464 -1.446 2.510
C -5.052 -1.499 1.021
N -3.671 -1.012 1.066
H -4.144 -0.790 4.133
H -6.351 -0.837 2.668
H -5.653 -2.441 2.909
H -5.682 -0.866 0.407
H -5.092 -2.512 0.626
H -3.070 -0.872 0.270
C 2.757 -7.159 4.481
C 2.636 -5.759 3.933
C 3.093 -5.438 2.667
C 2.987 -4.145 2.145
C 3.592 -3.915 0.773
C 2.397 -3.138 2.918
Te 2.173 -1.104 2.131
N 2.061 1.288 1.126
C 3.049 2.013 0.477
O 2.863 3.121 -0.008
C 4.440 1.452 0.273
C 4.670 0.122 -0.066
C 5.956 -0.318 -0.360
C 7.025 0.566 -0.301
C 6.801 1.898 0.037
C 5.514 2.339 0.306
C 3.840 -0.490 3.326
C 4.910 -1.382 3.279
C 6.049 -1.202 4.047
C 6.147 -0.115 4.901
C 5.110 0.800 4.938
C 3.960 0.645 4.155
C 3.028 1.824 4.185
C 1.936 -3.450 4.211
C 1.336 -2.404 5.127
C 2.063 -4.745 4.696
H 3.191 -7.835 3.743
H 1.780 -7.555 4.767
H 3.389 -7.181 5.372
H 3.552 -6.212 2.057
H 3.349 -4.740 0.102
H 4.685 -3.871 0.838
H 3.259 -2.989 0.312
H 3.839 -0.567 -0.121
H 6.120 -1.353 -0.640
H 8.027 0.225 -0.531
H 7.630 2.596 0.076
H 5.321 3.379 0.538
H 4.852 -2.246 2.628
H 6.862 -1.914 3.969
H 7.027 0.031 5.514
H 5.193 1.678 5.571
H 3.460 2.659 4.726
H 1.744 1.155 5.755
H 2.758 2.145 3.179
H 0.739 -1.671 4.586
H 2.134 -1.862 5.651
H 0.702 -2.867 5.885
H 1.702 -4.972 5.695
```

Löwdin atomic charge list, values in e, 8 entries: 1.54 -0.05 -0.56 -0.07 -0.04 -0.16 -0.05 -0.38



[6]
18 unconnected molecules or ions with the total composition H36O18 in a non-equilibrium geometry. Source: OMol25; level of theory: wB97M-V/def2-TZVPD.

Results
DFT total energy = -37439.8005 eV
ΔE to the lowest compared entry with this formula, charge and spin = 0.000 eV
charge = -1
M = 324.3 g/mol
orbital gap (spin up / spin down) = 2.35 / 10.59 eV
LUMO (spin up / spin down) = 2.253 / 2.165 eV
expectation value of S² = 0.7505
2S+1 = 2
HOMO (spin up / spin down) = -0.102 / -8.428 eV

Structure (XYZ):
```
54
H36O18, DFT wB97M-V/def2-TZVPD
O 2.128 1.289 -0.191
H 1.622 2.088 -0.390
H 2.642 1.427 0.623
O -0.189 -2.382 1.323
H 0.184 -1.645 0.765
H 0.460 -2.111 2.069
O -3.179 2.545 -2.982
H -2.235 2.631 -3.218
H -3.711 2.209 -3.714
O -0.530 2.585 -3.803
H 0.148 1.917 -4.079
H 0.066 3.318 -3.607
O 2.946 -5.369 0.000
H 2.493 -4.519 0.047
H 2.216 -5.934 0.288
O 1.230 4.931 2.518
H 0.961 4.370 1.772
H 0.465 5.211 3.027
O 1.468 -1.278 -0.392
H 1.640 -0.365 -0.097
H 1.515 -1.299 -1.350
O 3.021 1.573 2.560
H 3.946 1.335 2.705
H 2.839 2.479 2.845
O -2.367 0.719 0.420
H -2.716 -0.154 0.678
H -2.817 1.320 -0.173
O 3.667 -2.263 -2.066
H 2.920 -2.583 -1.556
H 4.394 -2.101 -1.461
O -4.546 1.197 -1.355
H -5.096 1.869 -1.765
H -3.701 1.147 -1.814
O -0.365 3.606 0.585
H -0.876 2.935 1.156
H -0.977 4.298 0.322
O 0.356 -4.585 -0.206
H 0.375 -3.817 0.407
H 0.473 -4.144 -1.063
O -3.195 -3.919 2.119
H -2.910 -3.338 2.830
H -2.404 -4.412 1.874
O -1.355 2.153 2.517
H -0.676 1.510 2.782
H -1.642 1.682 1.680
O 0.810 -0.613 2.955
H 1.611 -0.071 2.889
H 0.484 -0.726 3.856
O 2.384 1.371 -4.251
H 3.121 1.681 -4.771
H 2.520 1.068 -3.351
O -2.666 -1.942 0.180
H -1.787 -1.828 0.571
H -3.133 -2.773 0.341
```

Löwdin atomic charge list, values in e, 8 entries: -0.12 0.03 0.00 -0.17 0.02 0.06 -0.08 0.01



Number 1 is which compound?
C27H21Br2F3N8SSe4Ta



The highest M belongs to which entry?
C56H70N12O3SSeTaTe



Which value of M does entry 2 give?
328.4 g/mol



The highest DFT total energy belongs to which entry?
C3H6NOP